Density functional theory data (wB97M-V/def2-TZVPD) for a gas-phase ion, CH3N2O (charge +1) in a non-equilibrium geometry.

Values from the calculation:
- Frontier orbital gap (spin up / spin down): 9.7 / 9.7 eV
- Net charge: +1
- Energy above the lowest of the compared OMol25 structures with the same formula, charge and spin: 591.3 kJ/mol
- LUMO (spin up / spin down): -8.3212 / -8.3197 eV

Last column: Mulliken charge in e.
Cartesian coordinates (Å):
C1 -0.61 -0.12 -0.40  -0.1983
N1 1.38 0.08 -0.03  -0.4260
N2 0.67 -0.48 -0.99  0.9611
O1 0.96 -1.19 -1.83  -0.3691
H1 -1.20 -0.71 0.34  0.3031
H2 -0.97 0.88 -0.65  0.3818
H3 1.08 0.95 0.41  0.3475


Density functional theory data (wB97M-V/def2-TZVPD) for 2 unconnected molecules or ions with the total composition CH3N2O in a non-equilibrium geometry.

Values from the calculation:
- Expectation value of S²: 2.004
- Frontier orbital gap (spin up / spin down): 9.9 / 9.3 eV
- Net charge: +1
- Spin multiplicity: 3
- Energy above the lowest of the compared OMol25 structures with the same formula, charge and spin: 25.7 kJ/mol
- LUMO (spin up / spin down): -4.5235 / -11.8618 eV

Last column: Mulliken charge in e.
Cartesian coordinates (Å):
C1 1.22 -0.24 0.40  -0.2867
N1 -2.71 0.39 -0.76  -0.1557
N2 -1.70 0.13 -0.47  0.2436
O1 0.60 0.72 -0.12  -0.1577
H1 2.27 -0.14 0.64  0.4010
H2 0.67 -1.21 0.65  0.3676
H3 -0.34 0.36 -0.34  0.5881


Density functional theory data (wB97M-V/def2-TZVPD) for a gas-phase ion, CH3N2O2 (charge -1) in a non-equilibrium geometry.

Values from the calculation:
- Structure (SMILES): CN=[N+]([O-])[O-]
- Frontier orbital gap: 8.0 eV
- Net charge: -1
- Energy above the lowest of the compared OMol25 structures with the same formula, charge and spin: 430.0 kJ/mol
- LUMO: 4.6207 eV

Last column: Mulliken charge in e.
Cartesian coordinates (Å):
C1 -0.16 -0.03 -0.13  -0.7794
N1 -1.74 -0.91 0.15  -0.6610
N2 -2.68 -0.05 0.04  1.1210
O1 -2.53 1.17 0.09  -0.7396
O2 -3.83 -0.46 -0.13  -0.7757
H1 0.25 -0.60 -0.83  0.3409
H2 -0.47 0.89 -0.48  0.2829
H3 0.23 0.08 0.88  0.2109


Density functional theory data (wB97M-V/def2-TZVPD) for a gas-phase ion, CH3N2O2 (charge -1) in a non-equilibrium geometry.

Values from the calculation:
- Structure (SMILES): CN=[N+]([O-])[O-]
- Frontier orbital gap: 7.7 eV
- Net charge: -1
- Energy above the lowest of the compared OMol25 structures with the same formula, charge and spin: 342.8 kJ/mol
- LUMO: 4.7743 eV

Last column: Mulliken charge in e.
Cartesian coordinates (Å):
C1 0.79 -0.58 0.23  -0.6317
N1 -0.56 -0.38 0.62  -0.5791
N2 -1.04 0.72 -0.22  0.9676
O1 -0.30 1.26 -1.05  -0.6978
O2 -2.20 1.06 -0.10  -0.7328
H1 1.32 -0.71 1.17  0.1765
H2 0.86 -1.56 -0.28  0.1308
H3 1.13 0.21 -0.37  0.3665